Record 1
Entry from the Open Molecules 2025 dataset: a single C4H6N2O3 molecule (the ωB97M-V functional and the def2-TZVPD basis).

Structure (XYZ):
```
15
C4H6N2O3, DFT the ωB97M-V functional and the def2-TZVPD basis
C 0.79 1.22 0.36
C -0.43 -1.01 0.38
C 1.62 0.12 -0.02
C -2.59 0.08 -0.01
N -0.53 1.25 0.25
N -1.08 0.06 -0.03
O -0.67 -2.17 0.44
O 2.81 0.02 0.57
O 1.58 -0.42 -1.29
H 1.30 2.00 0.80
H -2.80 -0.10 -1.08
H -2.88 -0.73 0.68
H -2.71 1.15 0.31
H 3.12 -0.88 0.45
H 2.48 -0.58 -1.81
```

The charge is 0. For the relative energy (zero: lowest compared OMol25 entry of this formula, charge and spin), the calculation gives 539.40 kJ/mol. For the gap between HOMO and LUMO (spin up / spin down), the calculation gives 7.556 / 7.562 eV. For the maximum force, the calculation gives 0.06982 Eh/bohr.

---

Record 2
Entry from the Open Molecules 2025 dataset: a molecular structure, C41H37BCaN4O7S2Se (the ωB97M-V functional and the def2-TZVPD basis).

Structure (XYZ):
```
94
C41H37BCaN4O7S2Se, DFT the ωB97M-V functional and the def2-TZVPD basis
Ca 0.39 0.76 0.09
O -1.53 3.26 3.81
C -1.49 2.49 2.89
O -2.11 1.75 2.18
C 0.99 1.80 2.31
O 0.08 2.68 2.08
O 2.00 1.72 1.59
S 0.52 -2.68 -2.68
C 1.84 -1.67 -2.60
N 2.16 -0.78 -1.69
C 3.33 -0.11 -1.95
C 3.89 0.88 -1.15
C 5.07 1.49 -1.55
C 5.71 1.12 -2.73
C 5.18 0.12 -3.53
C 3.99 -0.48 -3.14
S 3.09 -1.73 -3.93
H 3.40 1.17 -0.23
H 5.51 2.26 -0.93
H 6.63 1.61 -3.03
H 5.67 -0.18 -4.45
C -2.63 -1.05 3.92
C -1.64 -2.13 3.59
C -1.28 -3.06 4.56
C -0.37 -4.07 4.29
C 0.23 -4.12 3.04
C -0.08 -3.20 2.05
C 0.57 -3.27 0.70
C -1.04 -2.22 2.32
N -1.44 -1.33 1.29
C -2.56 -1.51 0.73
C -3.40 -2.75 0.98
C -3.10 -0.54 -0.25
C -4.59 -0.57 -0.49
N -2.34 0.26 -0.87
C -2.83 1.06 -1.91
C -3.14 2.41 -1.68
C -2.95 3.00 -0.32
C -3.62 3.18 -2.74
C -3.78 2.64 -4.00
C -3.45 1.31 -4.22
C -2.99 0.51 -3.19
C -2.66 -0.94 -3.44
H -2.83 -1.03 4.99
H -3.59 -1.21 3.41
H -2.26 -0.08 3.61
H -1.73 -2.99 5.54
H -0.12 -4.80 5.05
H 0.96 -4.89 2.83
H 1.23 -4.13 0.64
H 1.16 -2.37 0.52
H -0.16 -3.33 -0.10
H -2.81 -3.50 1.49
H -3.75 -3.16 0.03
H -4.28 -2.53 1.59
H -5.13 -0.60 0.46
H -4.88 -1.45 -1.07
H -4.89 0.32 -1.04
H -3.33 2.35 0.46
H -3.45 3.97 -0.25
H -1.88 3.14 -0.12
H -3.85 4.22 -2.56
H -4.15 3.25 -4.82
H -3.56 0.88 -5.21
H -2.71 -1.17 -4.50
H -3.34 -1.60 -2.91
H -1.65 -1.18 -3.09
Se 2.88 -0.57 2.40
C 3.35 -2.21 3.24
C 2.76 -2.64 4.43
C 3.19 -3.81 5.04
C 4.21 -4.57 4.49
C 4.80 -4.15 3.30
C 4.38 -2.98 2.68
H 1.97 -2.03 4.84
H 2.71 -4.14 5.96
H 4.55 -5.48 4.98
H 5.59 -4.74 2.85
H 4.84 -2.66 1.75
O 0.75 0.95 3.30
N 1.75 -0.03 3.73
O 1.42 3.53 -1.41
B 0.57 2.39 -1.49
O -0.25 2.60 -2.64
C 0.09 3.79 -3.19
C -0.42 4.42 -4.32
C 0.14 5.65 -4.66
C 1.16 6.22 -3.91
C 1.67 5.58 -2.78
C 1.12 4.36 -2.44
H -1.21 3.96 -4.90
H -0.23 6.17 -5.54
H 1.56 7.18 -4.21
H 2.47 6.01 -2.20
```

The charge is -2. For the relative energy (zero: lowest compared OMol25 entry of this formula, charge and spin), the calculation gives 621.96 kJ/mol. For the gap between HOMO and LUMO, the calculation gives 4.750 eV. For the maximum force, the calculation gives 0.06368 Eh/bohr.

---

- What is the formula in the first record?
  C4H6N2O3

---

- Which value of relative energy (zero: lowest compared OMol25 entry of this formula, charge and spin) does entry 1 give?
  539.40 kJ/mol

---

- Among the records above, which one has the highest relative energy (zero: lowest compared OMol25 entry of this formula, charge and spin)?
  C41H37BCaN4O7S2Se